#a
# C11H14N2

C11H14N2 in the gas phase (ωB97M-V/def2-TZVPD, the OMol25 dataset).

**Kohn-Sham gap**: 9.40 eV
**SMILES**: c1cncc(N2[C@H]3CC[C@@H]2CC3)c1

Structure (ORCA input):
```
! wB97M-V def2-TZVPD RIJCOSX def2/J DEFGRID3
* xyz 0 1
C 2.7438 0.3273 -2.2541
C 1.8764 0.5447 -3.3981
N 0.5224 0.5009 -3.2948
C -0.0018 0.0569 -2.1115
C 0.7273 -0.3592 -0.9483
N 0.1776 -0.9526 0.2615
C -1.3088 -0.8281 0.2621
C -1.5715 0.7614 0.3029
C -0.4433 1.3142 1.1896
C 0.2191 0.0092 1.5601
C -0.5503 -0.8086 2.4855
C -1.6363 -1.4424 1.6322
C 2.0537 0.0547 -1.0579
H 3.8132 0.5816 -2.1541
H 2.4705 0.5266 -4.3363
H -1.1280 0.0054 -2.0508
H -1.7819 -1.3289 -0.6523
H -1.6757 1.3179 -0.5974
H -2.5324 1.0041 0.8125
H 0.0778 1.9111 0.4553
H -0.7954 1.9551 1.9657
H 1.2467 -0.0378 2.1336
H 0.0807 -1.6482 3.0939
H -0.8404 -0.0661 3.2773
H -2.5550 -0.8955 1.9281
H -1.9081 -2.5902 1.6090
H 2.7197 0.0865 -0.1136
*
```

---

#b
# C11H14N2

C11H14N2 in the gas phase (ωB97M-V/def2-TZVPD, the OMol25 dataset).

**Kohn-Sham gap**: 8.99 eV
**SMILES**: c1ccc(N2[C@H]3CC[C@@H]2CC3)nc1

Structure (ORCA input):
```
! wB97M-V def2-TZVPD RIJCOSX def2/J DEFGRID3
* xyz 0 1
C -3.6753 -0.0848 0.1963
C -3.0212 1.1595 0.1250
C -1.6440 1.2561 -0.1436
C -0.8806 0.1307 -0.2677
N 0.4458 0.2594 -0.3559
C 1.4189 0.9607 0.5247
C 2.6687 1.0993 -0.4900
C 2.6427 -0.2609 -1.1226
C 1.2954 -0.8428 -0.6111
C 1.7249 -1.3465 0.8393
C 1.9163 0.0050 1.5545
N -1.4536 -1.1099 -0.3748
C -2.8000 -1.2022 -0.0813
H -4.6850 -0.2944 0.2290
H -3.5344 2.1632 0.2993
H -1.1170 2.1843 -0.1244
H 0.9035 1.8488 0.8686
H 2.4715 1.8687 -1.2349
H 3.5786 1.2850 0.0507
H 3.5346 -0.8079 -0.8110
H 2.6292 -0.1112 -2.2201
H 0.8460 -1.6069 -1.2406
H 0.8840 -1.8770 1.3288
H 2.5761 -1.9792 0.8123
H 1.2697 0.1354 2.4399
H 2.9867 0.1598 1.8727
H -3.1640 -2.2599 -0.2960
*
```

---

The structure with the greatest stability is #b.

---

#a
# C6H10OS

C6H10OS in the gas phase (ωB97M-V/def2-TZVPD, the OMol25 dataset).

**Kohn-Sham gap**: 10.13 eV
**SMILES**: C[C@@H]1OC[C@]2(S)C[C@H]12

Structure (ORCA input):
```
! wB97M-V def2-TZVPD RIJCOSX def2/J DEFGRID3
* xyz 0 1
C -1.9355 0.4819 1.2992
C -0.8894 -0.3773 0.7486
O 0.3431 -0.0611 1.4635
C 1.4066 -0.5564 0.6330
C 0.9944 -0.3734 -0.7875
S 2.2425 -1.3205 -1.8621
C 0.2260 0.9719 -1.2114
C -0.5834 -0.2273 -0.8376
H -2.4451 0.2867 2.2491
H -1.7809 1.5982 1.2578
H -2.6372 0.4544 0.4124
H -1.2618 -1.3547 0.9105
H 2.2994 -0.0245 0.9085
H 1.5173 -1.6772 0.9439
H 3.2443 -0.3255 -1.7705
H 0.2197 1.2123 -2.2531
H 0.2828 1.9673 -0.5961
H -1.2428 -0.6749 -1.5085
*
```

---

#b
# C6H10OS

2 unconnected molecules or ions with the total composition C6H10OS (ωB97M-V/def2-TZVPD, the OMol25 dataset).

**Kohn-Sham gap (spin up / spin down)**: 7.20 / 7.07 eV

Structure (ORCA input):
```
! wB97M-V def2-TZVPD RIJCOSX def2/J DEFGRID3
* xyz 0 1
C 0.9080 -1.2640 0.3684
C -0.1818 -1.3163 -0.4065
C 1.4937 0.0727 0.4811
C -0.4988 -0.1142 -1.0797
C 1.3371 0.8193 1.7808
C -1.5273 0.1276 -2.1238
O -1.5117 0.1761 1.1241
S 0.7531 1.0447 -0.8917
H 1.0454 -2.1034 1.0861
H -0.8946 -2.1019 -0.3439
H 2.5231 0.0788 0.3530
H 1.3647 1.9456 1.5666
H 2.2036 0.4778 2.3676
H 0.3305 0.5312 2.0242
H -2.1685 0.9369 -1.6545
H -2.1223 -0.7935 -2.4768
H -0.9978 0.4989 -3.0486
H -2.0566 0.9836 0.8737
*
```

---

The structure with the greatest stability is #a.

---

#a
# C6H10OS

A molecular structure, C6H10OS (ωB97M-V/def2-TZVPD, the OMol25 dataset).

**Kohn-Sham gap**: 8.53 eV

Structure (ORCA input):
```
! wB97M-V def2-TZVPD RIJCOSX def2/J DEFGRID3
* xyz 0 1
C -2.0853 0.3693 0.6918
C -1.2620 0.3960 -0.4747
C 0.3462 0.3886 -0.3407
C 0.9153 -0.2878 0.9159
C 1.2649 -1.4317 -0.1406
C 1.0972 -0.4126 -1.4016
H -0.9882 -0.2547 2.0161
H -2.1717 1.9934 0.7749
H -3.3114 -0.3328 0.6891
H 0.0018 2.5754 0.4513
H 1.8923 0.0114 1.2555
H 0.3058 -0.4228 1.7443
H 0.2557 -1.9008 -0.2418
H 2.1768 -2.0897 -0.0024
H 0.3792 -0.9505 -1.9608
H 1.9380 0.0867 -2.0214
O -1.8163 0.2015 -1.6083
S 1.0617 2.0608 -0.3465
*
```

---

#b
# C6H10OS

C6H10OS in the gas phase (ωB97M-V/def2-TZVPD, the OMol25 dataset).

**Kohn-Sham gap**: 9.34 eV
**SMILES**: C1CC2(C1)COCS2

Structure (ORCA input):
```
! wB97M-V def2-TZVPD RIJCOSX def2/J DEFGRID3
* xyz 0 1
C -2.5284 -0.1011 -0.3053
C -1.3492 0.6448 -1.0609
C -0.3908 0.2747 0.2458
C -1.7177 -0.0636 1.0045
C 0.8130 1.3679 0.5653
O 1.8839 0.9167 -0.3316
C 2.2220 -0.4370 -0.1174
S 0.4855 -1.2808 -0.0158
H -2.4858 -1.1140 -0.7298
H -3.5045 0.3028 -0.2932
H -1.5127 1.6995 -1.1891
H -0.8687 0.1506 -1.9325
H -1.8866 -1.0560 1.5946
H -2.0031 0.6669 1.6464
H 1.0702 1.2604 1.6570
H 0.6094 2.4374 0.3621
H 2.8193 -0.5827 0.8472
H 2.6284 -0.7199 -1.0491
*
```

---

The structure with the greatest stability is #b.

---

#a
# C6H10OS

C6H10OS in the gas phase (ωB97M-V/def2-TZVPD, the OMol25 dataset).

**Kohn-Sham gap**: 8.77 eV
**SMILES**: C[C@@H]1[C@H]2OCCS[C@H]12

Structure (ORCA input):
```
! wB97M-V def2-TZVPD RIJCOSX def2/J DEFGRID3
* xyz 0 1
C 1.2236 1.6925 1.7454
C 0.1639 0.6222 1.5276
C 0.4451 -0.4353 0.5050
O 0.0524 -1.6676 0.1660
C -0.7338 -1.6247 -1.0241
C -0.4305 -0.5581 -2.0764
S -0.4450 1.0673 -1.3924
C -0.7332 0.5259 0.3606
H 0.6752 2.6345 1.6816
H 1.7773 1.5989 2.7800
H 1.9645 1.6949 0.8461
H -0.2872 0.0325 2.3153
H 1.4603 -0.2595 0.1439
H -1.9074 -1.2888 -0.9395
H -0.7199 -2.6186 -1.4566
H -1.3726 -0.6572 -2.8154
H 0.5683 -0.7939 -2.8073
H -1.7008 0.0350 0.4402
*
```

---

#b
# C6H10OS

A molecular structure, C6H10OS (ωB97M-V/def2-TZVPD, the OMol25 dataset).

**Kohn-Sham gap (spin up / spin down)**: 7.02 / 7.02 eV

Structure (ORCA input):
```
! wB97M-V def2-TZVPD RIJCOSX def2/J DEFGRID3
* xyz 0 1
C -0.4260 0.8942 -1.8227
C -0.3494 -0.3422 -1.2378
C 0.4014 1.5385 -0.7394
C 0.3589 0.1417 -0.1184
C 0.8450 -1.9063 1.2421
C 1.1621 -0.4404 0.9764
O -2.4797 1.3509 -0.1780
S -1.8213 1.0144 1.3118
H -0.8394 1.2756 -2.7379
H -0.7252 -1.3147 -1.5016
H 1.3891 1.8836 -1.0399
H -0.1026 2.3231 -0.1769
H 1.4559 -2.2797 2.0594
H 1.0453 -2.5064 0.3598
H -0.2008 -2.0165 1.5114
H 2.2209 -0.3335 0.7055
H 1.0149 0.1440 1.8889
H -2.9490 0.5739 -0.5028
*
```

---

The structure with the greatest stability is #b.

---

#a
# N2O3S

2 unconnected molecules or ions with the total composition N2O3S (ωB97M-V/def2-TZVPD, the OMol25 dataset).

**Kohn-Sham gap**: 10.59 eV

Structure (ORCA input):
```
! wB97M-V def2-TZVPD RIJCOSX def2/J DEFGRID3
* xyz 0 1
N -1.3507 0.2339 -0.1090
N -0.6423 0.9547 0.3670
O -2.0996 -0.5310 -0.5021
O 2.1637 0.4007 -0.8376
O 0.9948 -1.0210 0.5922
S 2.0046 -0.0313 0.5185
*
```

---

#b
# N2O3S

A molecular structure, N2O3S (ωB97M-V/def2-TZVPD, the OMol25 dataset).

**Kohn-Sham gap (spin up / spin down)**: 8.55 / 8.55 eV

Structure (ORCA input):
```
! wB97M-V def2-TZVPD RIJCOSX def2/J DEFGRID3
* xyz 0 1
N -1.8215 0.0679 0.5750
N -0.0753 -0.6538 0.6867
O -2.2958 -0.2854 -0.3842
O 2.3261 -0.4741 -0.1361
O 0.8115 1.3048 -0.6839
S 1.0550 0.0405 -0.0575
*
```

---

The structure with the greatest stability is #a.

---

#a
# C2H10N4O

2 unconnected molecules or ions with the total composition C2H10N4O (ωB97M-V/def2-TZVPD, the OMol25 dataset).

**Kohn-Sham gap (spin up / spin down)**: 8.48 / 8.48 eV

Structure (ORCA input):
```
! wB97M-V def2-TZVPD RIJCOSX def2/J DEFGRID3
* xyz 2 1
C -1.2503 0.1127 0.4899
C 1.2279 -0.8047 -2.0315
N -2.2522 0.5637 -0.3173
N -1.5316 -0.2528 1.7381
N -0.0124 -0.3061 -0.0671
N 1.2553 0.8324 0.9541
O 0.1414 -0.2157 -1.3837
H 0.6268 -1.3848 -2.8690
H 1.9189 -1.5540 -1.5090
H 1.9331 -0.0384 -2.5363
H -3.2045 0.6790 0.0988
H -2.1002 1.0720 -1.1898
H -2.4546 -0.3289 2.1139
H -0.7403 -0.6394 2.1853
H 0.8002 0.7741 1.8180
H 1.5527 1.8165 0.7101
H 2.1051 0.3704 0.9516
*
```

---

#b
# C2H10N4O

2 unconnected molecules or ions with the total composition C2H10N4O (ωB97M-V/def2-TZVPD, the OMol25 dataset).

**Kohn-Sham gap (spin up / spin down)**: 8.55 / 8.62 eV

Structure (ORCA input):
```
! wB97M-V def2-TZVPD RIJCOSX def2/J DEFGRID3
* xyz 2 1
C 1.8963 0.1481 -0.0492
C -1.8277 -1.9388 0.5890
N 2.2687 0.3158 1.2421
N 2.8247 -0.2735 -0.9394
N -1.7048 0.2137 -0.2169
N -2.5568 1.2524 -0.5827
O -2.4166 -0.8392 0.1906
H -0.7591 -2.0343 0.4830
H -2.4977 -2.8354 0.6578
H 0.9227 0.4308 -0.3966
H 3.0549 -0.2996 1.3751
H 1.5964 0.5408 2.0237
H 3.7246 -0.1440 -0.5803
H 2.6395 -0.0731 -1.9940
H -2.1223 2.0812 -0.1330
H -3.6322 1.1458 -0.4622
H -2.7204 1.4557 -1.6792
*
```

---

The structure with the greatest stability is #b.

---

#a
# C23H29N3O2

C23H29N3O2 in the gas phase (ωB97M-V/def2-TZVPD, the OMol25 dataset).

**Kohn-Sham gap**: 8.90 eV
**SMILES**: COc1ccccc1NC(=O)[C@H](C)N1CCN(C/C=C/c2ccccc2)CC1

Structure (ORCA input):
```
! wB97M-V def2-TZVPD RIJCOSX def2/J DEFGRID3
* xyz 0 1
C -0.1445 -2.8985 -1.3547
O 0.9252 -2.0288 -1.0769
C 1.9497 -2.4889 -0.2815
C 2.0272 -3.7612 0.2565
C 3.1015 -4.1099 1.0632
C 4.0964 -3.1928 1.3362
C 4.0356 -1.9179 0.7968
C 2.9719 -1.5572 -0.0139
N 2.8461 -0.2980 -0.6102
C 3.4564 0.8692 -0.2653
O 4.3136 0.9684 0.5849
C 2.8987 2.0725 -1.0451
C 3.8594 3.2560 -0.9354
N 1.5711 2.4641 -0.5799
C 0.4480 1.7917 -1.1969
C -0.8235 2.5614 -0.8504
N -1.0032 2.5498 0.5879
C -2.2930 3.0795 0.9815
C -3.4060 2.1142 0.7008
C -3.2154 0.8086 0.5266
C -4.2232 -0.2020 0.2453
C -5.5828 0.0837 0.1083
C -6.4919 -0.9194 -0.1658
C -6.0683 -2.2306 -0.3116
C -4.7229 -2.5315 -0.1796
C -3.8137 -1.5290 0.0956
C 0.1209 3.2173 1.2132
C 1.4035 2.4683 0.8606
H -0.8474 -2.3206 -1.9538
H -0.6386 -3.2316 -0.4367
H 0.1861 -3.7717 -1.9258
H 1.2577 -4.4907 0.0595
H 3.1475 -5.1058 1.4770
H 4.9280 -3.4647 1.9675
H 4.8029 -1.1917 1.0050
H 2.1025 -0.2589 -1.2937
H 2.8019 1.7935 -2.1010
H 3.3882 4.1474 -1.3387
H 4.1284 3.4284 0.1024
H 4.7708 3.0455 -1.4887
H 0.5844 1.7821 -2.2815
H 0.3186 0.7555 -0.8373
H -1.6857 2.0835 -1.3196
H -0.7362 3.5934 -1.2361
H -2.2682 3.2723 2.0608
H -2.5116 4.0450 0.4867
H -4.3918 2.5563 0.6670
H -2.1996 0.4411 0.5920
H -5.9324 1.0989 0.2171
H -7.5405 -0.6789 -0.2674
H -6.7824 -3.0117 -0.5265
H -4.3840 -3.5518 -0.2916
H -2.7647 -1.7683 0.2005
H -0.0178 3.2066 2.2968
H 0.2118 4.2655 0.8768
H 2.2588 2.9636 1.3197
H 1.3311 1.4448 1.2675
*
```

---

#b
# C23H29N3O2

C23H29N3O2 in the gas phase (ωB97M-V/def2-TZVPD, the OMol25 dataset).

**Kohn-Sham gap**: 9.27 eV
**SMILES**: C/C=C(\C)CN1CCC(Oc2cccc(C(=O)NCc3ccccn3)c2)CC1

Structure (ORCA input):
```
! wB97M-V def2-TZVPD RIJCOSX def2/J DEFGRID3
* xyz 0 1
C -6.5467 -3.6789 -0.3902
C -6.1336 -2.2478 -0.4970
C -6.8163 -1.1676 -0.1411
C -8.2002 -1.1514 0.4371
C -6.2203 0.2107 -0.3299
N -4.7706 0.2061 -0.2748
C -4.2870 -0.0167 1.0743
C -2.7785 -0.2317 1.0655
C -2.0823 0.9885 0.4666
O -0.6961 0.6959 0.4120
C 0.2143 1.6928 0.2546
C -0.0676 3.0540 0.1893
C 0.9666 3.9679 0.0617
C 2.2784 3.5476 -0.0134
C 2.5701 2.1863 0.0277
C 4.0025 1.7694 -0.0441
O 4.9083 2.4521 0.3985
N 4.2185 0.6012 -0.6900
C 5.5062 -0.0421 -0.6965
C 5.3930 -1.4896 -0.2965
C 6.5218 -2.2373 0.0283
C 6.3598 -3.5673 0.3724
C 5.0818 -4.1076 0.3807
C 4.0245 -3.2818 0.0390
N 4.1732 -2.0105 -0.2922
C 1.5420 1.2685 0.1702
C -2.6668 1.2458 -0.9242
C -4.1810 1.4058 -0.8321
H -5.8231 -4.2261 0.2142
H -6.5571 -4.1352 -1.3802
H -7.5283 -3.7997 0.0575
H -5.1454 -2.0943 -0.9099
H -8.1638 -0.8667 1.4893
H -8.6874 -2.1177 0.3592
H -8.8102 -0.4147 -0.0848
H -6.5181 0.5825 -1.3169
H -6.6500 0.8994 0.4214
H -4.7839 -0.9040 1.4708
H -4.5330 0.8395 1.7327
H -2.4149 -0.4066 2.0786
H -2.5361 -1.1021 0.4559
H -2.2590 1.8569 1.1187
H -1.0812 3.4184 0.2479
H 0.7344 5.0220 0.0222
H 3.0898 4.2523 -0.1044
H 3.4457 0.0030 -0.9412
H 5.9541 0.0136 -1.6997
H 6.1577 0.5066 -0.0085
H 7.4985 -1.7787 0.0127
H 7.2149 -4.1741 0.6332
H 4.9128 -5.1393 0.6457
H 3.0056 -3.6469 0.0269
H 1.7312 0.2090 0.2544
H -2.2230 2.1352 -1.3742
H -2.4334 0.3881 -1.5565
H -4.5899 1.5602 -1.8339
H -4.4202 2.3000 -0.2234
*
```

---

The structure with the greatest stability is #b.

---

#a
# C2H6F2Si

2 unconnected molecules or ions with the total composition C2H6F2Si (ωB97M-V/def2-TZVPD, the OMol25 dataset).

**Kohn-Sham gap**: 10.19 eV

Structure (ORCA input):
```
! wB97M-V def2-TZVPD RIJCOSX def2/J DEFGRID3
* xyz 0 1
C 0.7695 -0.6005 1.4972
C -0.2758 0.8180 -1.5158
F -2.0265 0.8654 1.1893
F -0.5678 -1.9447 -0.6810
Si -0.2437 -0.4845 -0.0967
H 1.3021 -1.5794 1.7152
H 1.7195 0.0612 1.3947
H -0.0079 -0.3287 2.1332
H -1.2772 1.2678 -1.6162
H 0.6046 1.4992 -1.4015
H 0.0030 0.4260 -2.6182
*
```

---

#b
# C2H6F2Si

2 unconnected molecules or ions with the total composition C2H6F2Si (ωB97M-V/def2-TZVPD, the OMol25 dataset).

**Kohn-Sham gap**: 10.06 eV

Structure (ORCA input):
```
! wB97M-V def2-TZVPD RIJCOSX def2/J DEFGRID3
* xyz 0 1
C 0.8049 -0.6388 1.4397
C -1.1660 0.9407 -0.8655
F 0.3856 -2.0397 -1.6636
F 1.6935 0.8523 -0.9916
Si 0.4340 0.1454 -0.2548
H 0.1869 0.1442 2.0029
H 0.3006 -1.5291 1.5426
H 1.9110 -0.9079 1.6004
H -1.3598 0.4895 -1.8542
H -1.9812 0.4935 -0.3203
H -1.2094 2.0497 -0.6356
*
```

---

The structure with the greatest stability is #b.